Entry 1:
Formula: C21H19Br2IrN8O3S
Source: OMol25
Level of theory: ωB97M-V with the def2-TZVPD basis set

* multiplicity: 2
* HOMO (spin up / spin down): -16.97 / -16.97 eV
* E_LUMO (spin up / spin down): -8.4 / -11.6 eV
* energy relative to the best compared isomer or geometry (same formula, charge and spin): 0.00 kcal per mole
* charge: +3

XYZ file:
```
55
Properties=species:S:1:pos:R:3:forces:R:3:mulliken_charge:R:1
Ir -0.33409 0.26992 0.51227 0.027 -0.076 0.088 1.21
N 4.86153 -2.13756 -5.04340 0.002 0.000 0.002 -0.30
C 4.21893 -1.49182 -4.08940 0.006 -0.006 -0.012 1.13
C 3.16012 -2.14092 -3.36930 -0.010 0.011 0.017 -0.82
C 2.50480 -1.46042 -2.38445 -0.007 -0.014 -0.025 -0.39
C 2.88315 -0.13756 -2.09709 -0.097 -0.026 -0.057 0.02
C 3.91209 0.52265 -2.78467 0.009 -0.027 0.033 -0.62
C 4.58157 -0.14205 -3.77467 0.003 -0.002 -0.007 -0.74
S 2.03882 0.79820 -0.84585 -0.087 0.266 0.093 1.41
O 1.85319 -0.08342 0.34699 -0.213 0.146 -0.033 -0.78
O 2.77752 1.99601 -0.63802 0.030 -0.045 -0.077 -0.60
N 0.49750 1.03103 -1.33534 0.233 -0.215 0.066 -0.62
C 0.13054 2.36302 -0.95421 -0.048 -0.010 0.104 0.65
N -0.30752 2.30101 0.31952 0.104 -0.046 -0.007 0.03
C -0.70606 3.42503 0.91818 -0.009 0.017 -0.004 0.09
C -0.64265 4.61015 0.20962 0.005 0.001 -0.005 -0.80
C -0.19262 4.56137 -1.10445 -0.004 -0.022 -0.007 -0.30
N 0.19701 3.42239 -1.69843 0.021 0.020 -0.002 -0.57
H 4.63159 -3.09334 -5.29148 -0.001 0.002 -0.002 0.27
H 5.61347 -1.70170 -5.56668 -0.002 0.001 0.000 0.27
H 2.89467 -3.16016 -3.61917 0.000 0.001 -0.002 0.37
H 1.70018 -1.92981 -1.83371 -0.012 0.003 -0.002 0.43
H 4.17327 1.53865 -2.52215 -0.013 0.004 -0.004 0.58
H 5.38286 0.33816 -4.32248 0.001 -0.001 0.001 0.38
H -1.05843 3.36054 1.93913 0.001 0.002 -0.001 0.50
H -0.94102 5.54368 0.66316 -0.003 -0.002 0.003 0.43
H -0.14228 5.45793 -1.70960 0.006 0.000 -0.001 0.46
Br -6.92442 0.32349 0.01750 -0.009 0.002 -0.001 -0.03
C -5.07232 0.34322 0.13635 0.003 -0.006 0.014 -0.21
C -4.29151 0.58372 -0.98932 0.011 -0.001 -0.008 -0.74
C -2.92053 0.58311 -0.85608 0.012 -0.009 -0.002 -0.12
N -2.32219 0.36807 0.32387 -0.049 0.035 -0.167 -0.06
C -3.06970 0.13347 1.42406 -0.029 0.004 -0.013 0.81
C -4.44698 0.11337 1.35919 0.004 0.005 -0.013 -0.80
C -2.27889 -0.07014 2.64802 0.030 -0.021 0.063 0.90
C -2.80891 -0.25438 3.90820 -0.001 0.010 -0.007 -0.78
C -1.94395 -0.38451 4.99157 -0.006 -0.001 -0.002 -0.28
Br -2.62146 -0.62955 6.70271 -0.002 -0.004 0.007 -0.03
C -0.57196 -0.31462 4.77470 0.011 0.004 0.003 -0.69
C -0.11432 -0.13408 3.48743 0.001 0.004 -0.016 -0.28
N -0.94518 -0.02474 2.44305 0.060 -0.037 0.046 0.09
H -4.74070 0.76351 -1.95542 0.000 0.000 0.000 0.48
H -2.26859 0.74825 -1.70414 -0.003 0.000 0.001 0.57
H -5.04052 -0.07815 2.24086 -0.001 0.002 0.005 0.57
H -3.87706 -0.28579 4.06487 -0.004 -0.002 -0.003 0.60
H 0.12897 -0.39357 5.59331 -0.001 0.000 0.000 0.48
H 0.94358 -0.06082 3.27193 0.005 -0.015 -0.007 0.57
N 1.14871 -2.69192 1.52266 -0.004 -0.011 -0.041 -0.24
C -0.00438 -2.77917 0.84341 0.010 0.036 0.110 0.74
N -0.63365 -3.95161 0.77361 -0.013 0.004 -0.007 -0.40
O -0.53413 -1.78222 0.26403 0.033 -0.017 -0.141 -0.77
H 1.56183 -3.50428 1.95117 -0.005 0.006 0.007 0.21
H 1.73549 -1.88682 1.37450 0.000 0.031 0.012 0.25
H -0.24680 -4.80132 1.14869 0.002 -0.001 -0.001 0.21
H -1.52857 -3.99352 0.31500 0.001 -0.001 0.002 0.25
```
Forces are in eV/Å.

=====

Entry 2:
Formula: C21H19BrO4
Source: OMol25
Level of theory: ωB97M-V with the def2-TZVPD basis set

* HOMO: -9.17 eV
* SMILES string: CC1=C(OC(=O)c2ccccc2)C(C)(C)[C@@H](c2ccc(Br)cc2)OC1=O
* E_LUMO: 0.1 eV

XYZ file:
```
45
Properties=species:S:1:pos:R:3:forces:R:3:mulliken_charge:R:1
C 1.83112 -1.09376 -2.68515 -0.012 0.060 -0.031 -1.71
C 1.46027 -0.07355 -1.65860 -0.234 -0.355 0.243 1.22
C 0.71660 -0.31167 -0.57239 0.201 0.599 -0.436 0.00
O 0.23214 -1.56959 -0.26823 0.414 0.105 0.164 -0.47
C -0.64090 -2.15158 -1.12552 -0.440 0.210 -0.554 0.67
O -1.09482 -1.58467 -2.08622 0.101 -0.165 0.315 -0.60
C -0.97941 -3.53098 -0.71785 -0.055 -0.327 0.090 0.12
C -0.37907 -4.14732 0.37763 -0.018 0.143 -0.103 -0.28
C -0.72806 -5.44207 0.71254 -0.003 -0.094 0.054 -0.70
C -1.67144 -6.12645 -0.03816 0.018 0.000 0.020 -0.39
C -2.26994 -5.51669 -1.12990 -0.027 -0.036 -0.006 -0.59
C -1.92638 -4.22303 -1.47091 0.117 0.196 0.025 -0.42
C 0.41047 0.77033 0.44191 0.006 -0.140 -0.062 2.16
C -0.91622 0.48323 1.14513 0.152 0.051 -0.122 -2.24
C 1.54748 0.83362 1.46802 -0.117 0.043 -0.116 -1.93
C 0.30986 2.07373 -0.38857 -0.521 -0.291 0.182 0.18
C 0.07296 3.29971 0.45535 0.071 0.010 -0.168 -0.11
C 1.14252 4.01748 0.97679 -0.114 -0.039 -0.061 -0.46
C 0.92535 5.12940 1.76953 -0.052 0.096 0.104 -0.60
C -0.37383 5.52083 2.04254 -0.057 0.139 0.108 0.00
Br -0.68339 7.04327 3.14423 0.038 -0.167 -0.131 -0.20
C -1.45376 4.82877 1.52188 -0.011 0.130 0.119 -0.64
C -1.22347 3.72284 0.72436 0.201 -0.046 -0.040 -0.27
O 1.49414 2.29066 -1.14412 0.217 0.414 0.086 -0.36
C 2.04966 1.27858 -1.82998 0.195 -0.187 -0.050 0.08
O 3.01231 1.49453 -2.51837 -0.183 0.008 0.040 -0.65
H 2.73620 -0.76957 -3.19286 0.025 -0.093 0.011 0.45
H 1.99017 -2.06995 -2.22984 0.015 -0.069 -0.007 0.33
H 1.02990 -1.18731 -3.41912 0.014 -0.035 -0.037 0.29
H 0.35720 -3.61140 0.95626 0.044 0.024 0.041 0.46
H -0.26288 -5.92150 1.56091 0.037 -0.031 0.062 0.40
H -1.93947 -7.13808 0.22817 -0.022 -0.081 0.022 0.39
H -3.00328 -6.05212 -1.71379 -0.058 -0.033 -0.049 0.40
H -2.37729 -3.72691 -2.31689 -0.035 0.030 -0.065 0.47
H -1.15055 1.28151 1.84446 -0.022 0.035 0.062 0.51
H -0.84784 -0.45125 1.69668 -0.029 -0.037 0.041 0.44
H -1.72592 0.39842 0.42260 -0.146 -0.019 -0.047 0.41
H 1.32340 1.57213 2.23407 0.013 0.037 0.109 0.41
H 1.66698 -0.13755 1.94243 0.020 -0.091 0.066 0.49
H 2.48547 1.09788 0.98495 0.117 0.018 0.022 0.35
H -0.52919 1.95276 -1.09265 0.126 -0.001 0.146 0.62
H 2.15028 3.71512 0.74300 0.123 -0.023 -0.030 0.45
H 1.75737 5.68715 2.17069 0.048 0.048 0.030 0.44
H -2.46108 5.15410 1.73115 -0.061 0.036 0.017 0.45
H -2.06367 3.19097 0.30388 -0.098 -0.074 -0.066 0.44
```
Forces are in eV/Å.

=====

Entry 3:
Formula: C21H19FN8
Source: OMol25
Level of theory: ωB97M-V with the def2-TZVPD basis set

* HOMO: -8.38 eV
* SMILES string: Cn1nncc1C#Cc1cnc(N2CCC(N)CC2)nc1-c1ccc(C#N)c(F)c1
* E_LUMO: -0.7 eV
* energy relative to the best compared isomer or geometry (same formula, charge and spin): 30.14 kcal per mole

XYZ file:
```
49
Properties=species:S:1:pos:R:3:forces:R:3:mulliken_charge:R:1
C 3.81592 -0.97455 4.01861 0.820 0.749 0.464 -0.60
N 4.90542 -1.06842 3.07083 0.487 -0.580 -1.992 0.67
N 6.13171 -1.62698 3.31226 -1.173 0.900 0.479 -0.50
N 6.85149 -1.51159 2.25936 -0.188 0.092 -0.718 -0.48
C 6.10132 -0.93193 1.26688 1.103 -0.498 -0.870 -0.10
C 4.86477 -0.67951 1.72786 -0.875 0.202 1.070 -0.53
C 3.75024 -0.20128 0.96110 1.139 -0.388 1.473 0.30
C 2.78737 0.12660 0.33722 -1.444 -0.228 -0.241 -0.29
C 1.52077 0.33117 -0.31252 0.629 -0.530 0.869 0.72
C 1.45842 1.23130 -1.34952 -0.598 0.688 -0.545 -0.93
N 0.31732 1.48657 -1.96873 1.048 0.829 0.071 -0.43
C -0.80520 0.93583 -1.50045 -0.506 0.006 -1.896 0.28
N -1.93630 1.24236 -2.26038 0.351 -0.708 0.915 0.20
C -1.78632 2.19626 -3.38998 0.035 -0.828 -0.291 -0.46
C -2.91999 2.09488 -4.41517 -0.979 -0.434 0.750 -1.13
C -4.32415 2.06804 -3.75548 0.097 -0.409 0.391 0.16
N -4.62832 3.32611 -3.07146 1.479 0.148 -0.230 -0.61
C -4.33374 0.90344 -2.72260 0.062 0.316 -0.946 -1.08
C -3.27772 1.06910 -1.66012 0.297 0.149 0.509 -0.41
N -0.85351 0.05585 -0.49827 0.269 -0.268 0.894 -0.53
C 0.30673 -0.26694 0.09439 -0.519 0.355 0.011 0.35
C 0.24137 -1.20486 1.27209 -0.598 -0.397 0.700 0.54
C -0.74675 -1.09125 2.27510 0.130 -0.844 -0.267 -0.63
C -0.79725 -2.00023 3.34938 0.456 0.810 -0.355 -0.69
C 0.18191 -3.00693 3.46855 -0.051 0.240 0.208 0.69
C 0.15535 -3.86366 4.62553 -0.083 -1.249 2.018 -0.05
N 0.08742 -4.49773 5.60725 0.185 1.330 -2.209 -0.49
C 1.17499 -3.10422 2.48618 -0.823 0.041 0.278 -0.09
F 2.13280 -4.04012 2.56126 -0.349 0.183 0.062 -0.36
C 1.14758 -2.25296 1.40930 1.187 0.073 -1.550 -0.08
H 4.07554 -1.46776 4.95522 0.140 0.023 -0.208 0.29
H 2.91161 -1.38536 3.62529 -0.490 -0.361 -0.357 0.07
H 3.67377 0.09508 4.18778 -0.249 -0.125 0.295 0.33
H 6.39904 -0.78608 0.21955 0.271 -0.154 0.862 0.43
H 2.36422 1.81199 -1.61474 -0.676 -0.502 -0.156 0.45
H -0.83036 2.00726 -3.91224 -0.525 0.061 0.519 0.40
H -1.75841 3.18624 -2.98717 0.122 0.837 0.229 0.32
H -2.88521 2.91604 -5.11248 0.277 0.536 -0.175 0.44
H -2.82362 1.19965 -5.03263 0.051 -0.146 0.171 0.35
H -5.10204 1.92414 -4.51494 0.273 -0.563 -0.167 0.30
H -5.55277 3.33847 -2.69833 -0.612 0.112 0.050 0.22
H -4.47317 4.10393 -3.70835 -0.328 -0.064 0.289 0.21
H -5.27582 0.89779 -2.18380 -0.393 -0.257 -0.162 0.40
H -4.17257 -0.05207 -3.26131 -0.285 0.413 0.286 0.32
H -3.32743 0.17221 -0.99807 0.509 0.731 -0.503 0.34
H -3.54199 1.96246 -1.04535 0.298 -0.495 -0.297 0.26
H -1.54415 -0.38332 2.13386 -0.020 0.362 0.171 0.46
H -1.52976 -1.84336 4.15843 0.374 -0.351 -0.620 0.40
H 1.86948 -2.44167 0.59077 -0.326 0.193 0.720 0.54
```
Forces are in eV/Å.

=====

Entry 4:
Formula: C21H19IrN3O2S
Source: OMol25
Level of theory: ωB97M-V with the def2-TZVPD basis set

* HOMO: -10.51 eV
* E_LUMO: -3.3 eV
* energy relative to the best compared isomer or geometry (same formula, charge and spin): 0.74 kcal per mole
* charge: +1

XYZ file:
```
47
Properties=species:S:1:pos:R:3:forces:R:3:mulliken_charge:R:1
Ir -0.05527 -1.00356 0.47176 0.212 -0.071 -0.018 1.18
O 1.71800 -0.13104 0.64700 0.019 0.004 -0.139 -0.91
C 2.23468 0.37079 1.75092 -0.025 0.014 -0.023 0.62
C 3.39695 1.15334 1.61240 0.012 0.001 -0.022 -0.49
C 4.01978 1.69778 2.70587 -0.008 -0.003 0.021 -0.45
C 3.52980 1.47640 4.00311 0.003 -0.006 -0.022 -0.73
C 2.41665 0.69954 4.16319 0.002 0.009 0.021 -0.74
C 1.73717 0.14162 3.05616 -0.042 -0.053 0.003 0.40
C 0.62144 -0.70328 3.33927 0.025 0.045 -0.005 0.20
N -0.19199 -1.20948 2.47392 -0.089 0.050 0.039 -0.16
C -1.28281 -2.08920 2.92057 -0.026 0.010 0.024 -0.68
C -1.59056 -3.05262 1.78111 0.038 -0.065 -0.016 -0.77
N -1.67263 -2.22586 0.57873 -0.138 0.051 -0.155 -0.09
C -2.76733 -2.12652 -0.07983 0.046 -0.062 0.039 0.20
C -3.03117 -1.08229 -1.03084 -0.083 -0.020 -0.036 0.15
C -4.08560 -1.21510 -1.94772 0.036 -0.029 0.035 -0.68
C -4.44010 -0.17379 -2.76968 0.023 0.058 -0.008 -0.72
C -3.76245 1.04427 -2.64603 -0.041 -0.036 -0.020 -0.50
C -2.74038 1.20602 -1.73676 0.035 -0.023 0.027 -0.48
C -2.34257 0.13833 -0.92140 0.011 -0.010 -0.054 0.76
O -1.38206 0.36801 -0.03087 0.033 0.125 0.185 -0.97
H 3.77718 1.30582 0.61098 0.002 0.007 0.005 0.47
H 4.90695 2.30189 2.56601 0.001 0.000 -0.001 0.39
H 4.03223 1.90327 4.85898 -0.001 0.003 0.001 0.41
H 2.03057 0.50084 5.15614 0.003 0.002 0.000 0.35
H 0.45787 -0.95397 4.38706 -0.007 0.012 0.002 0.34
H -2.16225 -1.47509 3.13020 0.007 0.007 -0.019 0.25
H -1.00358 -2.62715 3.82705 0.007 0.013 0.001 0.53
H -2.52212 -3.59120 1.95995 -0.001 0.001 -0.010 0.46
H -0.77639 -3.77072 1.66508 0.001 0.015 -0.010 0.25
H -3.56459 -2.83690 0.13666 -0.002 -0.002 0.003 0.36
H -4.61814 -2.15775 -1.99769 -0.002 0.003 0.000 0.42
H -5.24156 -0.28559 -3.48546 -0.002 0.007 0.000 0.42
H -4.04821 1.88066 -3.27107 -0.004 -0.005 -0.006 0.39
H -2.22787 2.15265 -1.62814 -0.010 0.005 -0.004 0.47
S 0.40210 -1.29439 -1.84058 0.020 0.073 0.097 -0.54
C 1.12976 0.14837 -2.41167 -0.048 -0.057 -0.002 0.60
N 1.89914 0.02943 -3.52107 0.017 0.013 -0.036 -0.04
C 2.50482 1.06201 -4.15627 -0.009 -0.019 0.011 -0.33
C 2.36858 2.32406 -3.67392 -0.017 0.028 0.024 -0.59
C 1.58547 2.50773 -2.51865 0.032 0.006 -0.012 -0.67
C 0.97943 1.44982 -1.89573 -0.017 -0.065 -0.005 -0.29
H 2.02166 -0.90617 -3.88764 -0.004 -0.006 0.010 0.26
H 3.08117 0.80782 -5.03301 -0.003 -0.006 -0.003 0.41
H 2.84768 3.15162 -4.17335 0.002 -0.001 0.001 0.43
H 1.45324 3.50478 -2.11896 -0.002 0.000 0.002 0.44
H 0.35730 1.58481 -1.02577 -0.008 -0.024 0.072 0.67
```
Forces are in eV/Å.